Record 1
The following is a quantum chemistry calculation of a molecular structure, C2H9NO2 at a distorted geometry, from the OMol25 dataset.

Last column: Mulliken charge in e.
CARTESIAN COORDINATES (ANGSTROEM)
C 0.59920 0.33436 -0.84034  -1.2596
C 0.84822 -1.06933 -0.22366  0.1349
N 2.09068 -1.17142 0.22895  -0.3088
H 1.24137 0.37899 -1.72432  0.4157
H -0.44330 0.46078 -1.10256  0.4020
H 1.05623 1.05754 -0.17040  0.3717
H 0.11581 -1.07889 0.67525  0.2056
H 0.59944 -1.76143 -1.03011  0.3772
H -2.81568 1.90516 0.30491  0.2281
H -1.24904 0.32099 2.33259  0.2046
O -2.10220 1.55015 -0.21098  -0.8123
H -1.48491 0.83125 0.47962  0.4292
H 2.49695 -2.04358 -0.13918  0.3156
O -0.95275 0.28545 1.42023  -0.7039

Cartesian forces (eV/Å) of the 2 atoms listed first:
C 0.99 0.80 0.24
C 1.30 -0.25 -2.80

The spin multiplicity is 1. As for the largest force on an atom: 3.10 eV/A. The highest occupied orbital energy comes out at -8.7 eV.

---

Record 2
The following is a quantum chemistry calculation of a molecular structure, C5H6CrN2O4 at a distorted geometry, from the OMol25 dataset.

Last column: Mulliken charge in e.
CARTESIAN COORDINATES (ANGSTROEM)
O -0.00001 2.02206 -3.05679  -0.0398
C -0.00637 1.33475 -2.11122  0.5137
Cr 0.00241 0.41100 -0.51105  0.3274
C 1.49410 -0.65749 -0.72570  0.5552
C -1.48765 -0.65267 -0.72168  0.4676
O 2.50579 -1.25466 -0.75358  -0.0777
O -2.49589 -1.26305 -0.76290  -0.0878
C 0.89351 2.09577 4.10458  -0.7279
N -0.05676 0.99382 3.90676  -0.2231
C -0.34450 0.38544 2.73394  0.8547
N -1.24381 -0.64573 2.80528  -0.3098
O 0.17752 0.75569 1.64414  -0.5739
H 1.28955 2.29326 3.12273  0.2440
H 1.70165 1.79970 4.78938  0.3085
H 0.39511 2.98964 4.51224  0.3013
H -0.52312 0.66497 4.72058  0.1962
H -1.45633 -1.09832 1.93433  0.0532
H -1.61891 -0.89501 3.71407  0.2180

Cartesian forces (eV/Å) of the 2 atoms listed first:
O -0.05 -3.71 5.09
C 0.04 5.53 -8.85

Its net charge is +2. The spin multiplicity is 5. As for the largest force on an atom: 11.90 eV/A. The highest occupied orbital energy (spin up / spin down) comes out at -17.1 / -17.1 eV.

---

Record 3
The following is a quantum chemistry calculation of a molecular structure, C21H45AsMnN3Si, from the OMol25 dataset.

Last column: Mulliken charge in e.
CARTESIAN COORDINATES (ANGSTROEM)
Mn 0.59562 -0.30172 0.53099  0.6227
C -0.96447 0.26631 -2.23373  -1.2165
N -0.43154 -0.84104 -1.41958  0.6510
C 0.49136 -1.62725 -2.25536  -1.1025
C -1.56411 -1.68067 -0.97384  -0.8872
C -1.15540 -2.69353 0.07499  -1.0881
N -0.61464 -2.04775 1.28549  1.0009
C 0.07185 -3.05549 2.11168  -1.1310
C -1.71798 -1.46740 2.08509  -1.2284
H -1.56532 -0.12330 -3.06253  0.3805
H -0.14424 0.84964 -2.64539  0.3762
H -1.58297 0.91691 -1.61964  0.2105
H -0.02911 -2.04247 -3.12574  0.3746
H 0.92971 -2.44331 -1.68475  0.1324
H 1.29800 -0.98460 -2.60465  0.3381
H -2.00539 -2.19854 -1.83391  0.4471
H -2.32915 -1.01377 -0.57304  0.4255
H -0.39141 -3.36435 -0.31935  0.4044
H -2.02084 -3.31430 0.33364  0.3941
H -0.62956 -3.83135 2.43682  0.3697
H 0.49131 -2.57158 2.99155  0.1788
H 0.87208 -3.52227 1.53810  0.3000
H -2.49269 -2.22127 2.26106  0.4574
H -2.15642 -0.60729 1.57989  0.2188
H -1.32650 -1.12579 3.04011  0.2323
C 3.83145 -2.60489 2.14249  -0.8595
C 4.36389 -1.30420 1.55461  -0.7560
As 3.27778 -0.53173 0.12207  0.2049
C 4.12995 -1.27977 -1.47189  -0.7989
C 4.10258 -2.79869 -1.56859  -1.0493
C 4.01302 1.28022 0.03567  -0.8466
C 3.74614 2.11049 1.28606  -1.1436
H 4.48542 -2.95261 2.94276  0.4540
H 3.76741 -3.40204 1.40187  0.2528
H 2.83730 -2.46341 2.57032  -0.0952
H 5.37089 -1.42534 1.14923  0.5866
H 4.42249 -0.53995 2.33119  0.4212
H 5.15802 -0.91238 -1.45594  0.5833
H 3.64216 -0.81762 -2.33304  0.5134
H 4.59802 -3.26449 -0.71695  0.2553
H 4.62354 -3.13056 -2.46658  0.4089
H 3.08431 -3.18780 -1.61536  0.1867
H 3.56978 1.75149 -0.84353  0.5010
H 5.08339 1.17743 -0.15499  0.5815
H 2.68421 2.12095 1.53747  -0.0057
H 4.07200 3.13944 1.13056  0.4103
H 4.29377 1.72887 2.14806  0.3491
C 0.29361 4.28960 2.09598  -1.1759
Si -0.20853 2.90718 0.94191  -0.0898
C -2.05134 3.04434 0.59539  -1.1288
C 0.75027 3.08746 -0.66676  -0.6979
N 0.25078 1.35609 1.56952  0.8919
C 0.18941 1.03471 2.92721  0.0747
C -0.82240 1.49223 3.78599  -0.0772
C -0.89590 1.05875 5.09884  -0.8023
C 0.02803 0.15273 5.60902  -0.7830
C 1.05537 -0.28647 4.78840  -0.4711
C 1.14172 0.16032 3.47705  -0.0211
H 0.19801 5.25471 1.59309  0.4253
H 1.33489 4.17741 2.40684  0.3061
H -0.31901 4.32677 2.99707  0.3457
H -2.28663 3.98304 0.08854  0.3963
H -2.63064 3.02282 1.52126  0.3617
H -2.42220 2.23069 -0.03269  0.2564
H 0.27880 3.79136 -1.35516  0.4727
H 0.86730 2.13717 -1.19509  -0.1580
H 1.75321 3.46097 -0.44845  0.2488
H -1.57896 2.16707 3.40500  0.2085
H -1.69457 1.42403 5.73213  0.4196
H -0.04021 -0.18394 6.63399  0.3950
H 1.80850 -0.96223 5.17694  0.4507
H 1.98739 -0.13525 2.86150  0.1360

Cartesian forces (eV/Å) of the 2 atoms listed first:
Mn 0.16 -0.02 -0.04
C 0.01 0.01 0.00

Its net charge is +1. The spin multiplicity is 6. As for the largest force on an atom: 0.17 eV/A. The highest occupied orbital energy (spin up / spin down) comes out at -10.0 / -10.3 eV.

---

Record 4
The following is a quantum chemistry calculation of 2 unconnected molecules or ions with the total composition CH3O3 at a distorted geometry, from the OMol25 dataset.

Last column: Mulliken charge in e.
CARTESIAN COORDINATES (ANGSTROEM)
O 4.08314 1.55857 -2.68323  -0.6604
H 3.26398 1.77763 -2.18397  0.3470
H 4.69047 2.31230 -2.50632  0.3127
O -1.78660 -0.60110 1.14004  -0.6895
O 0.00000 0.00000 0.00000  -0.6235
C -0.56818 -0.27852 1.07069  0.0620
H -0.01600 -0.09192 2.02357  0.2515

Cartesian forces (eV/Å) of the 2 atoms listed first:
O -0.06 1.10 0.59
H 0.77 -0.33 -0.44

Its net charge is -1. The spin multiplicity is 1. As for the largest force on an atom: 2.48 eV/A. The highest occupied orbital energy comes out at -3.6 eV.

---

Record 5
The following is a quantum chemistry calculation of a single CH3FIN molecule at a distorted geometry, from the OMol25 dataset.

Last column: Mulliken charge in e.
CARTESIAN COORDINATES (ANGSTROEM)
N 0.63243 -0.76821 0.25789  -0.5333
C -0.22668 0.42870 0.13553  -0.0982
F -1.50469 0.17791 -0.31130  -0.2524
I 0.64052 1.64748 -1.38725  0.0567
H 0.35313 -1.45884 0.92514  0.2335
H 0.56581 -0.98126 -0.67974  0.2709
H -0.46053 0.95422 1.05973  0.3228

Cartesian forces (eV/Å) of the 2 atoms listed first:
N -1.07 3.67 1.00
C 0.39 -0.79 1.35

The spin multiplicity is 1. As for the largest force on an atom: 3.95 eV/A. The highest occupied orbital energy comes out at -9.7 eV.

---

Record 6
The following is a quantum chemistry calculation of 2 unconnected molecules or ions with the total composition C3H2N2O at a distorted geometry, from the OMol25 dataset.

Last column: Mulliken charge in e.
CARTESIAN COORDINATES (ANGSTROEM)
C 1.49177 -1.03156 0.02779  -0.1973
C -1.49227 0.04574 0.03634  -0.1247
C 0.74361 1.03617 -0.03447  0.6106
N 1.97804 -2.05915 -0.06294  -0.3547
N -0.37984 0.60514 0.27597  -0.1431
O 1.57926 1.84109 -0.14028  -0.3213
H -2.08218 -0.30017 0.86999  0.2642
H -1.83838 -0.13727 -0.97241  0.2662

Cartesian forces (eV/Å) of the 2 atoms listed first:
C -0.82 3.52 -0.14
C 1.04 0.59 -0.07

The spin multiplicity is 1. As for the largest force on an atom: 4.01 eV/A. The highest occupied orbital energy (spin up / spin down) comes out at -10.4 / -10.4 eV.